{
  "formula": "C5H8N2",
  "method": "ωB97M-V with the def2-TZVPD basis set",
  "relative_energy_ev": 2.9900,
  "molar_mass_g_mol": 96.13,
  "smiles": "CC1(C)N[C@H]1C#N",
  "fmax_ev_per_a": 3.04,
  "e_tot_ha": -304.7256,
  "symbols": ["C", "C", "C", "N", "C", "C", "N", "H", "H", "H", "H", "H", "H", "H", "H"],
  "xyz": [[-0.999, -0.765, 1.266], [-0.013, -0.164, 0.280], [1.421, -0.701, 0.359], [-0.161, -0.133, -1.160], [0.065, 1.170, -0.403], [-0.777, 1.953, -1.253], [-1.087, 2.574, -2.193], [-0.574, -0.806, 2.278], [-1.159, -1.806, 0.971], [-1.978, -0.280, 1.328], [1.343, -1.754, 0.082], [1.966, -0.222, -0.460], [1.993, -0.583, 1.281], [-1.149, -0.046, -1.438], [1.051, 1.646, -0.362]],
  "forces_ev_per_angstrom": [[-0.05, -0.01, -0.14], [0.06, -0.23, 0.15], [0.14, -0.04, 0.16], [-0.04, -0.88, -0.34], [0.40, 0.03, -0.64], [-0.88, 2.76, -0.91], [-0.05, -0.96, 1.78], [-0.01, 0.23, -0.29], [-0.04, 0.04, -0.02], [0.24, 0.10, -0.21], [0.17, -0.05, 0.26], [0.14, -0.19, 0.27], [-0.37, 0.05, 0.15], [0.41, -0.40, 0.17], [-0.11, -0.46, -0.39]]
}

---

{
  "formula": "C6H10O",
  "method": "ωB97M-V with the def2-TZVPD basis set",
  "relative_energy_ev": 3.7609,
  "molar_mass_g_mol": 98.14,
  "fmax_ev_per_a": 1.49,
  "e_tot_ha": -309.7042,
  "symbols": ["C", "C", "C", "C", "C", "C", "O", "H", "H", "H", "H", "H", "H", "H", "H", "H", "H"],
  "xyz": [[-0.127, 0.339, -2.290], [0.581, -0.507, -1.282], [0.675, -1.013, 1.068], [0.019, -1.121, -0.238], [-0.063, 0.746, 0.845], [-0.817, 0.638, 2.073], [-1.969, 0.254, 2.107], [0.092, 1.411, -2.113], [-1.217, 0.235, -2.248], [0.225, 0.117, -3.296], [1.660, -0.379, -1.228], [0.338, -1.720, 1.862], [1.772, -0.951, 1.106], [-1.056, -1.266, -0.108], [-0.745, 1.060, 0.012], [0.826, 1.370, 0.770], [-0.191, 0.787, 2.961]],
  "forces_ev_per_angstrom": [[-0.03, -0.29, -0.30], [0.16, -0.83, -0.70], [-0.37, 1.16, -0.19], [0.00, -0.20, -1.19], [0.19, -0.06, 1.34], [-0.09, 0.12, 0.57], [0.16, 0.31, 0.20], [0.02, -0.38, 0.06], [0.16, -0.15, -0.05], [-0.16, 0.11, -0.22], [-0.01, 0.14, -0.02], [-0.27, 1.13, -0.38], [-0.43, 0.37, -0.30], [0.11, -0.01, -0.57], [0.67, -1.22, 0.54], [0.08, -0.18, 0.53], [-0.21, -0.03, 0.66]]
}

---

{
  "formula": "C5H8O2",
  "method": "ωB97M-V with the def2-TZVPD basis set",
  "relative_energy_ev": 2.4984,
  "molar_mass_g_mol": 100.12,
  "fmax_ev_per_a": 0.91,
  "e_tot_ha": -345.7131,
  "symbols": ["C", "C", "C", "C", "O", "C", "O", "H", "H", "H", "H", "H", "H", "H", "H"],
  "xyz": [[-0.057, 1.137, -0.223], [-0.315, -0.307, 0.122], [-1.159, -1.355, -0.457], [-1.338, -0.920, 0.994], [1.042, -0.638, 0.352], [1.443, 0.674, 0.090], [2.213, 0.768, -1.068], [-0.136, 1.376, -1.293], [2.587, 1.655, -0.955], [-0.696, 1.863, 0.304], [-1.881, -1.057, -1.205], [-0.612, -2.277, -0.635], [-2.209, -0.329, 1.262], [-0.949, -1.571, 1.772], [2.068, 0.981, 0.942]],
  "forces_ev_per_angstrom": [[0.17, -0.17, 0.04], [-0.35, -0.29, -0.03], [-0.15, -0.15, -0.25], [-0.13, -0.04, 0.18], [0.16, -0.12, -0.23], [-0.39, 0.58, 0.39], [0.46, 0.42, 0.12], [0.16, -0.24, 0.27], [0.31, -0.26, -0.62], [0.84, -0.16, 0.31], [-0.13, -0.18, 0.10], [-0.31, 0.03, -0.02], [0.09, -0.13, -0.07], [-0.18, 0.01, -0.14], [-0.55, 0.68, -0.05]]
}

---

{
  "formula": "C3H4O3Sr",
  "method": "ωB97M-V with the def2-TZVPD basis set",
  "total_charge": 2,
  "relative_energy_ev": 0.0000,
  "molar_mass_g_mol": 175.68,
  "fmax_ev_per_a": 2.05,
  "e_tot_ha": -372.5465,
  "symbols": ["O", "Sr", "O", "C", "O", "C", "C", "H", "H", "H", "H"],
  "xyz": [[0.226, -0.333, 0.511], [2.355, 2.872, 3.239], [0.959, 1.150, 2.061], [-0.065, 0.910, 1.419], [-1.129, 1.403, 1.223], [-0.522, -0.450, -0.492], [-0.103, -1.212, -1.662], [-1.579, -0.165, -0.376], [-0.851, -2.006, -1.822], [-0.197, -0.546, -2.536], [0.905, -1.622, -1.565]],
  "forces_ev_per_angstrom": [[0.67, 0.48, -0.81], [-0.88, -1.03, -0.60], [1.51, 0.88, 1.07], [-1.60, 0.60, -0.48], [0.49, -0.19, 0.44], [-0.59, -1.64, 0.58], [0.09, -0.02, 0.08], [0.39, 0.77, -0.25], [0.13, 0.16, -0.03], [0.02, -0.15, 0.08], [-0.22, 0.14, -0.08]]
}